[1]
Here is 2 unconnected molecules or ions with the total composition C3H7NO2 at a distorted geometry from the Open Molecules 2025 dataset. Energies are from ωB97M-V with the def2-TZVPD basis set.

total energy = -8808.8310 eV
ΔE to the lowest compared entry with this formula, charge and spin = 39.2 kcal per mole
SMILES string = NC(=O)O.C=C

```
! wB97M-V def2-TZVPD RIJCOSX def2/J DEFGRID3
* xyz 0 1
N -0.296 0.796 -2.412
C -0.373 0.242 -1.175
O -0.022 1.180 -0.169
O -0.675 -0.927 -0.953
H -0.393 1.849 -2.363
H -0.726 0.258 -3.149
H 0.876 0.969 0.055
C -0.027 -0.622 2.453
C 1.290 -0.959 2.338
H -0.362 -0.020 3.348
H -0.762 -0.562 1.680
H 1.945 -0.719 3.187
H 1.730 -1.331 1.404
*
```


[2]
Here is a single C3H7NO2 molecule at a distorted geometry from the Open Molecules 2025 dataset. Energies are from ωB97M-V with the def2-TZVPD basis set.

total energy = -8809.3974 eV
ΔE to the lowest compared entry with this formula, charge and spin = 26.1 kcal per mole
SMILES string = NC(=O)CCO

```
! wB97M-V def2-TZVPD RIJCOSX def2/J DEFGRID3
* xyz 0 1
C 1.046 -0.064 -0.150
C -0.164 -0.937 -0.414
C -1.322 -0.555 0.497
H -0.174 1.628 -0.299
H 1.497 1.922 0.150
H 0.162 -1.957 -0.142
H -0.500 -0.901 -1.438
H -0.951 -0.316 1.554
H -1.960 -1.432 0.473
H -2.845 0.572 0.198
N 0.755 1.250 0.054
O 2.172 -0.420 0.162
O -1.906 0.553 -0.221
*
```


[3]
Here is a single C3H7NO2 molecule from the Open Molecules 2025 dataset. Energies are from ωB97M-V with the def2-TZVPD basis set.

total energy = -8809.0388 eV
ΔE to the lowest compared entry with this formula, charge and spin = 34.4 kcal per mole
SMILES string = C[C@@H](O)C(N)=O

```
! wB97M-V def2-TZVPD RIJCOSX def2/J DEFGRID3
* xyz 0 1
C -1.657 0.450 -0.160
C -0.426 -0.320 0.532
O -0.200 -1.720 0.542
C 0.760 0.448 -0.031
O 0.681 1.629 -0.275
N 1.872 -0.326 -0.464
H -1.792 1.325 0.488
H -2.585 -0.119 -0.173
H -1.505 0.893 -1.157
H -0.620 -0.096 1.582
H 0.602 -1.920 0.027
H 2.547 -0.455 0.286
H 2.324 0.212 -1.198
*
```


[4]
Here is a single C3H7NO2 molecule from the Open Molecules 2025 dataset. Energies are from ωB97M-V with the def2-TZVPD basis set.

total energy = -8809.9117 eV
ΔE to the lowest compared entry with this formula, charge and spin = 14.2 kcal per mole
SMILES string = CNC(=O)OC

```
! wB97M-V def2-TZVPD RIJCOSX def2/J DEFGRID3
* xyz 0 1
C 0.352 0.861 -1.893
N 0.594 -0.345 -1.124
C 0.218 -0.608 0.161
O 0.581 -1.596 0.771
O -0.605 0.346 0.658
C -1.042 0.159 2.006
H -0.034 0.619 -2.892
H 1.272 1.449 -2.013
H -0.392 1.460 -1.372
H 1.303 -0.985 -1.448
H -0.632 -0.762 2.414
H -2.133 0.119 2.012
H -0.699 1.012 2.594
*
```


The evaluated frontier orbital gap for the records listed, in turn: 10.45; 10.18; 10.79; 10.64 eV.